(1)
This record from the OMol25 dataset describes C9H21ClMgN3O3 as an isolated structure. The level of theory is wB97M-V/def2-TZVPD.

Output
highest occupied orbital energy: -10.50 eV
E_LUMO: -7.954 eV
total charge: +1
frontier orbital gap: 0.0934 hartree
multiplicity: 1

Last column: natural (NBO) charge in e.
Atoms and positions in Å:
Mg 3.01 -3.29 0.99  1.551
Cl 2.65 -0.34 -0.17  -0.554
C 2.51 4.38 -3.03  0.537
O 2.76 4.06 -4.14  -0.596
N 1.68 5.44 -2.75  -0.450
C 1.42 5.78 -1.36  -0.417
C 1.18 6.38 -3.76  -0.427
H 3.01 3.91 -2.17  0.106
H 0.49 6.29 -1.12  0.214
H 2.19 6.37 -0.87  0.187
H 1.43 4.84 -0.82  0.199
H 1.54 7.36 -3.43  0.205
H 1.70 6.21 -4.70  0.234
H 0.14 6.23 -4.02  0.207
C -0.03 -1.78 5.21  0.543
O 0.72 -2.00 4.24  -0.689
N -0.59 -0.58 5.53  -0.421
C -1.64 -0.43 6.53  -0.418
C 0.07 0.59 4.95  -0.434
H -0.29 -2.57 5.93  0.119
H -2.40 0.32 6.35  0.227
H -1.08 -0.27 7.46  0.202
H -2.19 -1.35 6.70  0.219
H 0.51 1.23 5.72  0.206
H 0.68 0.43 4.07  0.246
H -0.72 1.22 4.53  0.202
C -0.68 -5.37 -1.80  0.546
O 0.12 -4.70 -1.17  -0.700
N -1.44 -4.94 -2.81  -0.406
C -2.45 -5.75 -3.41  -0.419
C -1.28 -3.67 -3.46  -0.431
H -0.96 -6.36 -1.42  0.119
H -2.63 -6.71 -2.93  0.224
H -2.23 -5.90 -4.47  0.201
H -3.33 -5.16 -3.65  0.212
H -2.25 -3.18 -3.41  0.206
H -0.64 -3.03 -2.85  0.236
H -0.97 -3.66 -4.51  0.215

(2)
This record from the OMol25 dataset describes a 4-piece molecular cluster, C9H21FN3O3 overall. The level of theory is wB97M-V/def2-TZVPD.

Output
highest occupied orbital energy: -6.27 eV
E_LUMO: 3.343 eV
total charge: -1
frontier orbital gap: 0.3532 hartree
multiplicity: 1

Last column: natural (NBO) charge in e.
Atoms and positions in Å:
F -0.17 -1.24 -0.94  -0.879
C 1.36 1.62 -2.28  -0.719
C 1.03 2.19 -0.91  0.672
O 1.38 3.33 -0.61  -0.679
N 0.39 1.35 -0.08  -0.645
C 0.39 1.61 1.36  -0.417
H 1.36 2.45 -2.98  0.219
H 0.65 0.85 -2.59  0.239
H 2.42 1.39 -2.29  0.229
H 0.26 0.37 -0.33  0.452
H -0.34 0.95 1.83  0.199
H 0.10 2.64 1.53  0.211
H 1.40 1.46 1.74  0.194
C -3.20 -1.52 0.83  -0.713
C -3.62 -0.36 -0.05  0.668
O -4.77 0.06 0.03  -0.678
N -2.66 0.11 -0.86  -0.622
C -2.81 1.14 -1.85  -0.408
H -3.78 -1.45 1.77  0.217
H -2.15 -1.55 1.13  0.226
H -3.58 -2.51 0.57  0.228
H -1.71 -0.25 -0.75  0.458
H -1.81 1.31 -2.25  0.209
H -3.21 2.07 -1.42  0.192
H -3.55 0.91 -2.62  0.188
C 3.41 -0.79 -0.34  -0.707
C 2.90 -1.24 1.00  0.664
O 3.65 -1.22 1.99  -0.689
N 1.64 -1.68 1.07  -0.633
C 0.96 -2.01 2.28  -0.410
H 4.32 -1.34 -0.55  0.222
H 3.60 0.28 -0.30  0.230
H 2.73 -1.03 -1.16  0.229
H 1.08 -1.63 0.20  0.462
H 1.53 -2.70 2.91  0.200
H 0.00 -2.43 2.00  0.206
H 0.79 -1.14 2.93  0.184

(3)
This record from the OMol25 dataset describes a 2-piece molecular cluster, C9H21FP overall. The level of theory is wB97M-V/def2-TZVPD.

Output
highest occupied orbital energy (spin up / spin down): -13.75 / -13.75 eV
E_LUMO (spin up / spin down): -7.047 / -7.047 eV
total charge: +1
frontier orbital gap (spin up / spin down): 0.2462 / 0.2463 hartree
multiplicity: 1

Last column: natural (NBO) charge in e.
Atoms and positions in Å:
C 2.42 1.01 -0.77  -0.613
C 1.43 0.60 1.69  -0.638
C 2.33 -1.32 0.23  -0.646
C -2.66 -0.48 -0.72  -0.616
C -1.91 -0.07 1.56  -0.623
C -1.50 1.85 -0.12  -0.641
C -0.01 -0.94 -2.10  -1.028
C 1.66 0.06 0.24  -0.441
C -1.70 0.36 0.15  -0.393
F -0.32 -2.65 1.39  -0.632
P -0.04 -0.23 -0.37  1.987
H 3.34 0.59 -0.92  0.247
H 2.47 2.07 -0.45  0.248
H 2.03 0.97 -1.78  0.217
H 0.95 -0.20 2.24  0.259
H 0.89 1.56 1.70  0.218
H 2.45 0.81 2.12  0.259
H 2.78 -1.47 -0.73  0.215
H 3.08 -1.42 0.97  0.266
H 1.49 -2.09 0.37  0.298
H -3.60 -0.46 -0.32  0.254
H -2.17 -1.52 -0.77  0.245
H -2.79 -0.10 -1.81  0.221
H -0.97 0.13 2.08  0.227
H -2.29 -1.07 1.56  0.271
H -2.83 0.48 2.07  0.247
H -0.62 2.26 0.44  0.235
H -1.38 1.98 -1.17  0.222
H -2.46 2.33 0.23  0.282
H -0.66 -0.21 -2.67  0.287
H -0.42 -1.93 -2.07  0.311
H 1.03 -0.89 -2.28  0.256

(4)
This record from the OMol25 dataset describes C9H21INOP2SeW as an isolated structure. The level of theory is wB97M-V/def2-TZVPD.

Output
highest occupied orbital energy (spin up / spin down): -19.17 / -19.41 eV
E_LUMO (spin up / spin down): -12.909 / -13.455 eV
total charge: +3
frontier orbital gap (spin up / spin down): 0.2302 / 0.2188 hartree
multiplicity: 3

Last column: natural (NBO) charge in e.
Atoms and positions in Å:
C 1.22 2.74 -1.73  -0.591
I -0.78 2.64 -0.70  0.528
H 1.15 3.64 -2.35  0.284
H 1.40 1.85 -2.34  0.243
H 1.99 2.86 -0.96  0.258
W -0.34 0.17 0.09  0.699
P -0.91 -0.90 -2.08  1.004
C 0.42 -1.64 -3.09  -0.936
C -2.07 -2.29 -1.88  -0.931
H -2.37 -2.67 -2.86  0.293
H -1.93 -0.33 -4.21  0.294
H -2.96 -1.95 -1.33  0.256
H -2.71 0.54 -2.85  0.267
H 0.71 -2.60 -2.65  0.275
H -1.59 -3.09 -1.30  0.254
C -1.75 0.22 -3.27  -0.917
H 0.04 -1.81 -4.11  0.290
H -1.13 1.10 -3.47  0.248
H 1.30 -0.98 -3.12  0.254
P 0.62 0.65 2.36  0.996
C 2.40 0.39 2.69  -0.936
C 0.37 2.39 2.87  -0.921
H -1.26 -0.22 3.64  0.254
H 0.19 0.01 4.67  0.294
H 0.08 -1.39 3.56  0.255
C -0.17 -0.33 3.69  -0.929
H -0.71 2.61 2.91  0.263
H 0.81 2.56 3.86  0.297
H 2.70 0.92 3.60  0.293
H 3.00 0.75 1.84  0.257
H 0.84 3.07 2.15  0.255
H 2.59 -0.68 2.82  0.275
C 1.49 -0.24 -0.37  0.433
O 2.62 -0.52 -0.65  -0.333
Se -2.34 -3.75 2.21  0.750
C -1.72 -2.34 1.44  0.076
N -1.24 -1.35 0.92  -0.651

(5)
This record from the OMol25 dataset describes C9H21INOP2Ti as an isolated structure. The level of theory is wB97M-V/def2-TZVPD.

Output
highest occupied orbital energy (spin up / spin down): -18.11 / -18.11 eV
E_LUMO (spin up / spin down): -14.766 / -14.767 eV
total charge: +3
frontier orbital gap (spin up / spin down): 0.1229 / 0.1229 hartree
multiplicity: 1

Last column: natural (NBO) charge in e.
Atoms and positions in Å:
C -2.65 1.61 -0.53  -0.824
I -3.33 2.15 1.26  0.298
H -3.39 1.39 -1.25  0.268
H -2.29 0.58 -0.29  0.170
H -1.84 2.28 -0.89  0.220
Ti 0.79 -0.50 0.26  1.405
P -1.02 -2.04 0.46  0.849
C -0.42 -3.55 -0.40  -0.915
C -0.96 -2.51 2.24  -0.914
H -1.78 -3.21 2.44  0.327
H -3.22 -3.07 0.49  0.311
H -1.13 -1.60 2.83  0.271
H -3.31 -1.30 0.72  0.282
H 0.39 -4.03 0.17  0.284
H 0.01 -2.95 2.49  0.278
C -2.82 -2.10 0.15  -0.899
H -1.24 -4.27 -0.52  0.320
H -3.03 -1.98 -0.92  0.288
H -0.04 -3.31 -1.40  0.260
P 1.31 1.84 -0.21  0.895
C 2.63 1.94 -1.50  -0.891
C 0.50 3.48 -0.45  -0.896
H 1.48 2.13 2.21  0.283
H 2.69 3.09 1.29  0.338
H 2.97 1.32 1.55  0.277
C 2.20 2.10 1.37  -0.955
H -0.26 3.60 0.33  0.279
H 1.24 4.29 -0.37  0.312
H 2.95 2.97 -1.65  0.310
H 2.26 1.55 -2.45  0.269
H 0.06 3.53 -1.46  0.289
H 3.46 1.33 -1.15  0.267
C 0.85 -0.85 -1.68  0.444
O 0.76 -0.95 -2.82  -0.232
N 3.63 -1.69 0.00  0.043
C 2.56 -1.31 -0.33  -0.307

(6)
This record from the OMol25 dataset describes a 2-piece molecular cluster, C9H21N3O2 overall. The level of theory is wB97M-V/def2-TZVPD.

Output
highest occupied orbital energy: -6.73 eV
E_LUMO: 0.671 eV
frontier orbital gap: 0.2720 hartree
multiplicity: 1
SMILES: C/C=C(/N)[C@H](C)CC.NC(N)=C(O)O

Last column: natural (NBO) charge in e.
Atoms and positions in Å:
C -0.12 -2.48 -0.72  -0.638
C -0.02 -1.60 0.40  -0.331
C -0.58 -0.38 0.64  0.236
N -0.38 0.21 1.86  -0.843
C -1.66 0.26 -0.14  -0.269
C -1.01 1.33 -1.08  -0.590
C -2.69 0.93 0.71  -0.392
C -4.06 1.17 0.15  -0.597
H -0.38 -1.96 -1.61  0.213
H -0.96 -3.28 -0.68  0.201
H 0.82 -3.02 -0.80  0.194
H 0.61 -1.87 1.28  0.186
H -0.89 1.01 2.22  0.401
H 0.48 -0.17 2.27  0.401
H -2.19 -0.42 -0.82  0.205
H -0.58 2.12 -0.58  0.199
H -1.77 1.69 -1.89  0.198
H -0.23 0.87 -1.59  0.218
H -2.74 0.48 1.70  0.209
H -2.18 1.92 0.85  0.185
H -4.76 0.47 0.36  0.205
H -4.01 1.06 -0.91  0.197
H -4.38 2.10 0.37  0.208
N 3.04 -0.77 1.45  -0.823
C 2.61 0.03 0.35  0.234
N 2.23 1.37 0.65  -0.815
C 2.80 -0.28 -0.90  0.406
O 3.11 -1.53 -1.35  -0.724
O 2.35 0.61 -1.93  -0.734
H 3.40 -1.66 1.20  0.383
H 3.83 -0.27 1.77  0.355
H 2.07 1.86 -0.20  0.396
H 2.89 1.78 1.25  0.357
H 2.29 -2.04 -1.66  0.489
H 3.05 0.45 -2.61  0.481

The following largest force on an atom values (in eV/Å) correspond, in order, to the records above: 3.04 1.86 4.45 6.78 6.14 3.89.